C33H51BrIN5O10P | ωB97M-V/def2-TZVPD

```
! wB97M-V def2-TZVPD RIJCOSX def2/J DEFGRID3
* xyz -1 1
C -1.205 7.503 1.561
C 0.046 6.627 1.318
C -0.031 5.720 0.084
O -0.239 4.369 0.417
C 0.832 3.524 0.085
C 0.438 2.059 0.295
C 1.658 1.180 -0.128
I 3.028 0.681 1.504
C 2.576 1.750 -1.222
C 3.460 0.663 -1.860
C -0.003 1.791 1.766
C 0.603 2.515 3.027
O 0.893 1.690 3.915
O 0.597 3.737 3.099
N -1.487 1.830 1.977
C -2.133 3.171 2.078
C -2.290 0.932 1.073
C -2.616 -0.313 1.882
O -1.430 -0.927 2.323
C -1.240 -1.068 3.722
C -0.119 -2.119 3.951
O 0.596 -2.395 2.774
C 0.319 -3.669 2.217
C 1.014 -3.778 0.869
C -1.641 0.717 -0.314
C -1.027 -0.694 -0.588
C -1.910 -1.884 -0.814
O -2.564 -2.112 -1.799
O -1.855 -2.800 0.187
P -3.260 0.898 -1.353
O -3.461 2.506 -1.175
Br -2.806 0.648 -3.501
N -0.750 1.828 -0.565
C -0.494 2.059 -2.009
O -0.909 3.119 -2.474
O 0.092 1.136 -2.593
H -1.938 7.428 0.760
H -1.665 7.241 2.514
H -0.913 8.548 1.669
H 0.267 6.055 2.214
H 0.891 7.305 1.177
H 0.853 5.873 -0.538
H -0.883 6.035 -0.528
H 1.097 3.735 -0.950
H 1.713 3.736 0.703
H 1.353 0.201 -0.472
H 3.251 2.461 -0.745
H 2.037 2.300 -1.984
H 3.418 0.711 -2.947
H 3.206 -0.335 -1.509
H 4.502 0.826 -1.585
H 0.225 0.742 1.944
H -1.582 1.417 2.904
H -1.571 3.829 2.727
H -2.253 3.571 1.079
H -3.132 3.014 2.494
H -3.242 1.450 0.938
H -3.270 -0.991 1.330
H -3.216 0.010 2.745
H -0.861 -0.119 4.119
H -2.159 -1.375 4.223
H 0.579 -1.731 4.692
H -0.577 -3.028 4.352
H 0.655 -4.474 2.883
H -0.763 -3.767 2.091
H 0.402 -4.380 0.200
H 1.089 -2.775 0.451
H 2.003 -4.216 0.966
H -0.411 -0.570 -1.482
H -0.339 -0.944 0.221
H -2.683 -3.299 0.171
H -3.222 2.961 -2.000
N -2.987 -5.098 -2.556
C -3.913 -5.988 -2.092
C -3.841 -7.118 -2.864
C -2.824 -6.898 -3.833
C -2.318 -5.643 -3.612
H -2.821 -4.178 -2.177
H -4.546 -5.744 -1.255
H -4.447 -8.001 -2.748
H -2.503 -7.581 -4.601
H -1.542 -5.094 -4.117
N 0.063 1.625 -5.657
C -0.113 1.801 -7.000
C 1.057 2.290 -7.521
C 1.975 2.410 -6.440
C 1.325 1.990 -5.305
H -0.637 1.277 -5.016
H -1.053 1.565 -7.470
H 1.235 2.534 -8.556
H 2.991 2.765 -6.489
H 1.641 1.921 -4.281
N 5.380 -5.469 4.507
C 5.707 -5.010 3.259
C 4.734 -4.132 2.867
C 3.784 -4.051 3.923
C 4.211 -4.886 4.919
H 5.915 -6.129 5.038
H 6.600 -5.346 2.760
H 4.705 -3.598 1.932
H 2.893 -3.443 3.943
H 3.787 -5.114 5.882
*
```

Properties
Energy, eV: -150406.26556
Orbital gap, eV: 7.5
LUMO energy, eV: 1.9


C33H51BrNP3Pd | ωB97M-V/def2-TZVPD

```
! wB97M-V def2-TZVPD RIJCOSX def2/J DEFGRID3
* xyz 4 5
N 3.492 -5.694 -6.378
C 3.669 -5.909 -5.070
C 3.100 -5.054 -4.120
C 2.325 -3.918 -4.532
C 2.125 -3.754 -5.927
C 2.763 -4.670 -6.826
C 1.715 -3.048 -3.537
Pd -1.508 0.569 -1.887
P -2.692 1.005 0.303
C 0.689 -2.164 -3.602
C 0.203 -1.624 -2.370
C -1.217 -1.467 -2.107
C -1.728 -1.714 -0.763
C -0.773 -1.753 0.255
C 0.557 -1.743 0.022
C 1.060 -1.525 -1.264
Br -0.226 -0.334 2.725
H 2.131 -3.288 -2.567
H 0.188 -1.969 -4.549
H 3.271 -5.250 -3.062
H 1.550 -2.938 -6.343
H 4.278 -6.766 -4.747
H 2.678 -4.560 -7.918
H -1.960 -1.440 -2.946
H 2.131 -1.536 -1.405
H -2.768 -2.066 -0.796
H 1.328 -2.018 0.736
P -0.242 2.378 -1.470
C -3.467 -0.382 1.346
C -4.952 -0.458 1.761
H -2.876 -0.429 2.280
H -3.170 -1.279 0.783
H -5.164 -1.475 2.137
H -5.177 0.213 2.606
H -5.673 -0.282 0.949
C -4.084 1.871 -0.613
C -5.351 2.522 -0.054
H -4.385 1.106 -1.329
H -3.512 2.611 -1.184
H -5.996 2.864 -0.890
H -5.958 1.820 0.518
H -5.181 3.417 0.556
C -2.366 2.199 1.781
C -3.283 2.658 2.950
H -1.988 3.107 1.291
H -1.497 1.686 2.221
H -2.726 3.341 3.631
H -4.128 3.273 2.609
H -3.689 1.861 3.593
C 0.363 3.384 -0.039
C 1.414 4.467 -0.376
H 0.718 2.704 0.755
H -0.550 3.882 0.340
H 2.438 4.162 -0.099
H 1.387 4.759 -1.444
H 1.179 5.362 0.227
C -1.209 3.542 -2.509
C -1.606 2.898 -3.827
H -0.544 4.404 -2.653
H -2.089 3.875 -1.929
H -0.794 2.964 -4.560
H -1.869 1.830 -3.687
H -2.502 3.383 -4.239
C 1.188 1.851 -2.444
C 2.458 1.564 -1.660
H 1.346 2.686 -3.144
H 0.872 0.989 -3.080
H 3.276 2.194 -2.046
H 2.328 1.787 -0.591
H 2.798 0.507 -1.748
C 1.390 -2.903 2.942
P 1.829 -1.138 3.118
C 3.053 -0.521 1.955
C 2.209 -0.735 4.792
C 3.555 -0.689 5.219
C 3.819 -0.542 6.589
C 2.761 -0.404 7.497
C 1.441 -0.366 7.044
C 1.158 -0.516 5.692
H 0.489 -2.959 2.303
H 1.037 -3.241 3.928
H 2.214 -3.538 2.550
H 3.558 0.340 2.421
H 3.793 -1.334 1.815
H 2.608 -0.200 0.992
H 4.382 -0.825 4.516
H 4.854 -0.569 6.943
H 2.975 -0.303 8.553
H 0.626 -0.244 7.739
H 0.130 -0.503 5.348
*
```

Properties
Energy, eV: -137881.30913
Orbital gap (alpha / beta), eV: 6.9 / 4.3
LUMO energy (alpha / beta), eV: -11.6 / -14.2
Energy relative to the best compared isomer or geometry (same formula, charge and spin), kcal/mol: 23.2


C33H51N10OPPdSSi | ωB97M-V/def2-TZVPD

```
! wB97M-V def2-TZVPD RIJCOSX def2/J DEFGRID3
* xyz 2 5
Pd -0.609 0.283 1.273
C 2.921 -4.178 2.791
Si 3.436 -3.643 1.050
C 4.646 -2.213 1.141
C 4.089 -5.120 0.090
C 1.706 -3.200 0.339
C 0.929 -4.244 -0.168
C -0.423 -4.082 -0.416
C -1.021 -2.870 -0.074
N -0.317 -1.856 0.384
C 1.022 -1.984 0.537
S 1.790 -0.477 0.900
H 3.789 -4.505 3.366
H 2.205 -5.001 2.760
H 2.452 -3.341 3.315
H 5.604 -2.583 1.513
H 4.307 -1.437 1.826
H 4.822 -1.748 0.170
H 5.147 -5.261 0.320
H 4.001 -5.004 -0.992
H 3.571 -6.036 0.379
H 1.398 -5.200 -0.374
H -1.015 -4.879 -0.844
H -2.088 -2.715 -0.174
C -0.296 4.620 3.672
N -1.383 4.416 2.728
C -2.509 5.343 2.784
C -1.310 3.370 1.881
N -0.381 2.473 1.889
N -2.297 3.342 0.890
C -2.932 2.238 0.373
N -3.850 2.531 -0.587
N -2.682 1.048 0.789
H -0.460 5.547 4.211
H 0.664 4.700 3.157
H -0.254 3.801 4.396
H -3.426 4.869 2.447
H -2.324 6.244 2.192
H -2.665 5.645 3.817
H 0.261 2.559 2.663
H -2.563 4.236 0.516
H -4.176 3.473 -0.718
H -4.473 1.806 -0.894
H -3.250 0.344 0.341
N 2.440 -1.159 10.683
C 2.088 -1.042 9.594
C 1.626 -0.899 8.253
C 1.316 0.378 7.757
C 0.846 0.510 6.477
C 0.658 -0.633 5.661
C 0.977 -1.913 6.173
C 1.461 -2.040 7.449
C 0.145 -0.478 4.377
C -0.351 -0.326 3.244
H 1.446 1.243 8.393
H 0.603 1.487 6.083
H 0.825 -2.792 5.563
H 1.711 -3.012 7.851
O -0.538 0.611 -1.128
P -0.705 0.582 -2.603
N 0.735 0.296 -3.348
C 1.035 0.541 -4.763
C 2.473 0.039 -4.936
C 2.629 -1.007 -3.828
C 1.840 -0.397 -2.675
N -1.394 2.002 -3.117
C -2.056 2.187 -4.415
C -1.356 3.385 -5.049
C -1.001 4.256 -3.838
C -0.746 3.260 -2.696
N -1.746 -0.584 -3.150
C -1.428 -1.725 -4.013
C -2.580 -2.694 -3.761
C -3.768 -1.764 -3.495
C -3.147 -0.600 -2.719
H 0.951 1.601 -5.004
H 0.349 -0.009 -5.416
H 3.178 0.856 -4.781
H 2.639 -0.370 -5.930
H 3.669 -1.190 -3.564
H 2.177 -1.953 -4.135
H 2.458 0.313 -2.112
H 1.462 -1.143 -1.973
H -3.114 2.426 -4.250
H -2.007 1.279 -5.017
H -2.000 3.903 -5.757
H -0.457 3.073 -5.579
H -1.843 4.906 -3.594
H -0.136 4.888 -4.023
H -1.174 3.609 -1.753
H 0.322 3.100 -2.524
H -0.455 -2.149 -3.764
H -1.411 -1.431 -5.069
H -2.369 -3.307 -2.881
H -2.750 -3.355 -4.608
H -4.566 -2.250 -2.936
H -4.179 -1.404 -4.438
H -3.201 -0.769 -1.634
H -3.636 0.353 -2.940
*
```

Properties
Energy, eV: -83465.28670
Orbital gap (alpha / beta), eV: 7.8 / 4.8
LUMO energy (alpha / beta), eV: -5.3 / -8.3
Energy relative to the best compared isomer or geometry (same formula, charge and spin), kcal/mol: 8.1


C33H52AsF6O25 | ωB97M-V/def2-TZVPD

```
! wB97M-V def2-TZVPD RIJCOSX def2/J DEFGRID3
* xyz -1 1
As -0.145 0.223 -0.351
F 0.664 -0.446 1.022
F -0.265 1.765 0.440
F -0.989 0.906 -1.689
F -0.071 -1.332 -1.150
F -1.644 -0.254 0.366
F 1.345 0.710 -1.068
C -1.174 -4.606 -1.500
O -1.539 -3.548 -0.639
H -1.850 -5.444 -1.371
H -1.165 -4.275 -2.549
H -0.135 -4.922 -1.325
H -0.986 -2.784 -0.864
C -3.029 3.182 -1.445
C -3.522 2.238 -0.369
C -3.082 2.562 1.055
O -4.291 2.660 1.818
C -5.356 2.478 1.007
O -6.487 2.479 1.367
O -4.967 2.280 -0.268
H -1.950 3.304 -1.329
H -3.528 4.144 -1.357
H -3.147 2.699 -2.413
H -3.271 1.221 -0.651
H -2.572 3.526 1.124
H -2.424 1.810 1.478
C 1.041 -0.166 -4.147
C 2.540 -0.291 -4.168
C 3.219 -0.635 -2.837
O 4.249 -1.550 -3.227
C 4.006 -2.013 -4.475
O 4.615 -2.887 -4.991
O 2.967 -1.357 -5.035
H 0.629 -0.993 -3.568
H 0.641 -0.236 -5.161
H 0.683 0.782 -3.755
H 3.027 0.618 -4.539
H 2.558 -1.118 -2.114
H 3.643 0.245 -2.356
C 1.448 3.416 -3.162
C 2.388 4.597 -3.088
C 3.578 4.567 -4.062
O 3.543 5.821 -4.726
C 2.444 6.512 -4.359
O 2.193 7.627 -4.681
O 1.629 5.732 -3.613
H 1.279 3.130 -4.199
H 0.493 3.724 -2.733
H 1.796 2.571 -2.569
H 2.701 4.876 -2.086
H 3.593 3.706 -4.732
H 4.493 4.449 -3.478
C 3.964 1.197 2.915
C 3.217 1.506 1.649
C 2.522 2.872 1.585
O 2.832 3.354 0.271
C 3.754 2.552 -0.294
O 4.144 2.666 -1.414
O 4.208 1.658 0.604
H 4.643 0.360 2.743
H 3.285 0.899 3.716
H 4.581 2.032 3.248
H 2.506 0.716 1.420
H 2.850 3.577 2.352
H 1.439 2.785 1.635
C -3.239 -2.174 2.643
C -2.193 -2.736 3.555
C -0.788 -2.153 3.385
O -0.278 -2.067 4.703
C -1.321 -2.074 5.573
O -1.236 -1.740 6.704
O -2.478 -2.316 4.920
H -3.058 -2.508 1.621
H -3.224 -1.084 2.678
H -4.226 -2.527 2.938
H -2.170 -3.828 3.571
H -0.877 -1.148 2.961
H -0.189 -2.773 2.724
C -4.120 -1.397 -1.105
C -4.973 -2.627 -1.226
C -4.602 -3.623 -2.340
O -4.436 -4.859 -1.655
C -4.602 -4.694 -0.322
O -4.499 -5.564 0.476
O -4.893 -3.410 -0.025
H -4.007 -0.851 -2.046
H -3.121 -1.606 -0.736
H -4.568 -0.689 -0.404
H -6.017 -2.317 -1.333
H -3.665 -3.330 -2.812
H -5.407 -3.701 -3.065
C -2.609 3.052 3.647
C -2.162 1.680 4.085
C -0.812 1.247 3.453
O 0.040 1.043 4.579
C -0.622 1.254 5.743
O -0.185 1.033 6.817
O -1.875 1.716 5.491
H -3.045 2.989 2.642
H -1.792 3.773 3.573
H -3.366 3.488 4.297
H -2.937 0.938 3.889
H -0.431 2.042 2.815
H -0.900 0.293 2.937
C 3.298 -4.960 0.322
C 3.718 -3.632 -0.256
C 3.425 -2.430 0.648
O 4.636 -1.673 0.626
C 5.593 -2.360 -0.042
O 6.681 -1.960 -0.275
O 5.150 -3.599 -0.379
H 3.654 -5.796 -0.279
H 2.209 -5.052 0.376
H 3.662 -5.072 1.345
H 3.272 -3.481 -1.243
H 3.217 -2.764 1.664
H 2.607 -1.848 0.236
*
```

Properties
Energy, eV: -163404.43616
Orbital gap, eV: 10.8
LUMO energy, eV: 1.9